1.
DFT (wB97M-V/def2-TZVPD) results for CH3ClN2O in the gas phase at a distorted geometry.

Computed properties:
total energy: -18634.205 eV
SMILES string: NC(=O)NCl
energy above the lowest of the compared OMol25 structures with the same formula, charge and spin: 56.34 kJ/mol
lowest unoccupied orbital energy: 0.357 eV
HOMO: -9.644 eV
max |F|: 4.4 eV/Å

ORCA input file:
```
! RIJCOSX wB97M-V def2-TZVPD def2/J DEFGRID3
* xyz 0 1
N 1.14 0.64 0.12
C 0.33 -0.44 0.02
O 0.63 -1.54 0.37
N -1.24 0.05 -0.47
Cl -2.21 -1.34 -0.78
H 0.63 1.49 -0.05
H 2.19 0.54 0.32
H -1.47 0.59 0.46
*
```

=====

2.
DFT (wB97M-V/def2-TZVPD) results for a molecular structure, CH3ClN2O2 at a distorted geometry.

Computed properties:
total energy: -20678.781 eV
energy above the lowest of the compared OMol25 structures with the same formula, charge and spin: 210.67 kJ/mol
lowest unoccupied orbital energy (spin up / spin down): 0.027 / 0.027 eV
HOMO (spin up / spin down): -9.188 / -9.189 eV
max |F|: 5.8 eV/Å

ORCA input file:
```
! RIJCOSX wB97M-V def2-TZVPD def2/J DEFGRID3
* xyz 0 1
C -1.14 1.81 -1.85
N 0.49 -0.54 0.11
N 0.22 0.83 0.41
O -2.19 1.38 -1.43
O 0.35 1.68 -0.68
Cl -0.63 2.55 -3.24
H -0.09 -0.88 -0.57
H 1.35 -0.61 -0.33
H -0.82 0.75 0.82
*
```